Record 1
Below is an isolated ion of composition C2H8N3 and charge +1 at a distorted geometry, with properties calculated with wB97M-V/def2-TZVPD.

Geometry (Å):
C -0.305 -1.440 -1.251
N -0.453 -0.828 0.069
C 0.132 0.353 0.331
N 0.360 0.731 1.598
N 0.304 1.239 -0.661
H -0.199 -2.516 -1.140
H -1.215 -1.313 -1.823
H 0.533 -1.005 -1.779
H -1.250 -1.091 0.629
H -0.074 0.229 2.356
H 1.074 1.414 1.792
H 0.902 2.009 -0.404
H -0.268 1.337 -1.481

Results
* largest force on an atom: 2.0 eV/A
* orbital gap: 11.23 eV
* net charge: +1
* SMILES: CNC(N)=[NH2+]
* relative energy (zero: lowest compared OMol25 entry of this formula, charge and spin): 0.713 eV
* lowest unoccupied orbital energy: -0.1342 Ha
* E_tot: -245.04141 hartree
* highest occupied orbital energy: -14.9 eV

***

Record 2
Below is a 2-piece molecular cluster, C4H7N3O2S overall at a distorted geometry, with properties calculated with wB97M-V/def2-TZVPD.

Geometry (Å):
C 2.214 -1.150 -0.606
C 2.698 -0.429 0.468
C 0.605 0.128 0.134
C -1.415 0.961 0.236
N 0.893 -0.871 -0.726
N 1.658 0.364 0.933
N -1.723 1.619 -0.865
O -3.194 -0.633 -0.800
O -1.395 -1.707 0.653
S -2.574 -0.535 0.520
H 2.637 -1.871 -1.311
H 3.705 -0.357 0.879
H -1.098 1.515 1.169
H 1.804 1.010 1.822
H -1.614 2.616 -0.982
H -2.449 1.290 -1.533
H -0.751 -1.949 0.011

Results
* largest force on an atom: 4.4 eV/A
* orbital gap: 8.72 eV
* relative energy (zero: lowest compared OMol25 entry of this formula, charge and spin): 3.406 eV
* lowest unoccupied orbital energy: 0.0179 Ha
* E_tot: -869.42433 hartree
* highest occupied orbital energy: -8.2 eV

***

Record 3
Below is a 2-piece molecular cluster, C2H10N2O overall at a distorted geometry, with properties calculated with wB97M-V/def2-TZVPD.

Geometry (Å):
C -2.198 0.356 -0.335
O -2.022 -0.921 0.213
H -1.468 1.045 0.065
H -2.161 0.330 -1.424
H -3.179 0.761 -0.067
H -2.694 -1.587 -0.030
N 1.080 -1.188 0.181
C 1.556 0.070 0.716
N 1.714 1.146 -0.282
H 0.073 -1.255 0.015
H 1.473 -1.444 -0.720
H 0.804 0.377 1.445
H 2.475 -0.181 1.253
H 2.118 0.706 -1.101
H 2.430 1.784 0.072

Results
* largest force on an atom: 1.4 eV/A
* orbital gap: 9.83 eV
* SMILES: NCN.CO
* relative energy (zero: lowest compared OMol25 entry of this formula, charge and spin): 0.849 eV
* lowest unoccupied orbital energy: 0.0336 Ha
* E_tot: -266.91306 hartree
* highest occupied orbital energy: -8.9 eV

***

Record 4
Below is C6H9NO as an isolated structure at a distorted geometry, with properties calculated with wB97M-V/def2-TZVPD.

Geometry (Å):
C -1.467 -0.759 -1.209
C -0.663 -0.092 -0.187
C 0.312 1.231 0.555
C 0.367 0.374 1.810
C -0.515 -0.533 1.291
C 0.772 0.301 -0.576
H -2.282 -1.261 -0.494
H -1.880 0.255 -2.003
H -0.838 -1.646 -2.039
H 0.705 2.267 0.752
H 0.715 0.698 2.790
H -1.267 -1.468 1.672
H 0.624 1.045 -1.425
H 2.798 -0.080 -0.631
H 1.824 -1.058 0.308
N 1.826 -0.534 -0.572
O -1.031 1.260 -0.041

Results
* largest force on an atom: 5.8 eV/A
* orbital gap: 9.94 eV
* relative energy (zero: lowest compared OMol25 entry of this formula, charge and spin): 6.245 eV
* lowest unoccupied orbital energy: 0.0337 Ha
* E_tot: -363.79475 hartree
* highest occupied orbital energy: -9.0 eV

***

Record 5
Below is one molecule with the formula C4H10N2O2, with properties calculated with wB97M-V/def2-TZVPD.

Geometry (Å):
C -0.697 -0.387 0.057
C -1.168 -1.086 1.260
C -1.686 0.257 -0.830
N 1.033 1.229 -0.377
C 0.797 -0.190 -0.064
N 2.253 1.748 0.131
O 0.596 -1.072 -1.409
O 1.576 -0.742 0.759
H 1.152 -1.831 -1.175
H 0.956 1.414 -1.372
H 2.033 2.354 0.915
H 2.766 0.947 0.509
H -2.244 -1.025 1.425
H -0.891 -2.143 1.149
H -0.588 -0.744 2.122
H -2.465 -0.464 -1.101
H -1.245 0.673 -1.730
H -2.178 1.062 -0.270

Results
* largest force on an atom: 0.7 eV/A
* orbital gap: 7.80 eV
* relative energy (zero: lowest compared OMol25 entry of this formula, charge and spin): 5.015 eV
* lowest unoccupied orbital energy: -0.0280 Ha
* E_tot: -418.27666 hartree
* highest occupied orbital energy: -8.6 eV

***

Record 6
Below is a 2-piece molecular cluster, C2H3NO2S2 overall at a distorted geometry, with properties calculated with wB97M-V/def2-TZVPD.

Geometry (Å):
C -0.883 0.538 0.099
C 1.121 -0.137 -0.613
N -1.634 -0.631 0.248
O -2.120 -0.900 -0.861
O -1.625 -1.346 1.205
S -1.005 2.055 0.365
S 2.243 0.951 0.032
H 0.789 0.250 -1.571
H 0.958 -1.121 -0.213
H 2.155 0.341 1.310

Results
* largest force on an atom: 3.6 eV/A
* orbital gap (spin up / spin down): 7.63 / 7.63 eV
* relative energy (zero: lowest compared OMol25 entry of this formula, charge and spin): 6.315 eV
* lowest unoccupied orbital energy (spin up / spin down): -0.0322 / -0.0322 Ha
* E_tot: -1079.38870 hartree
* highest occupied orbital energy (spin up / spin down): -8.5 / -8.5 eV